(1)
Formula: C4H10O2
Source: the Open Molecules 2025 dataset
Level of theory: ωB97M-V/def2-TZVPD

Computed properties:
* gap between HOMO and LUMO: 0.39890 Eh
* maximum force: 0.314 eV/A
* relative energy (zero: lowest compared OMol25 entry of this formula, charge and spin): 54.4 kJ/mol
* molecular weight: 90.1 g/mol
* structure (SMILES): C[C@@H](O)[C@@H](C)O
* LUMO level: 0.875 eV
* energy: -8404.9834 eV

ORCA input file:
```
! RIJCOSX wB97M-V def2-TZVPD def2/J DEFGRID3
* xyz 0 1
C 1.64 -0.69 -0.14
C 0.50 0.02 0.57
O 0.98 1.18 1.24
C -0.66 0.39 -0.40
C -1.77 -0.65 -0.37
O -1.22 1.64 -0.06
H 2.08 -0.04 -0.90
H 1.30 -1.60 -0.65
H 2.43 -0.97 0.57
H 0.10 -0.61 1.37
H 1.65 1.59 0.68
H -0.25 0.44 -1.43
H -1.42 -1.65 -0.68
H -2.17 -0.72 0.65
H -2.59 -0.35 -1.03
H -0.61 2.02 0.59
*
```

***

(2)
Formula: C5H12Cl
Source: the Open Molecules 2025 dataset
Level of theory: ωB97M-V/def2-TZVPD

Computed properties:
* gap between HOMO and LUMO (spin up / spin down): 0.45273 / 0.27051 Eh
* maximum force: 0.807 eV/A
* relative energy (zero: lowest compared OMol25 entry of this formula, charge and spin): 5.1 kJ/mol
* molecular weight: 107.6 g/mol
* LUMO level (spin up / spin down): 1.181 / -3.769 eV
* energy: -17900.5422 eV

ORCA input file:
```
! RIJCOSX wB97M-V def2-TZVPD def2/J DEFGRID3
* xyz 0 2
Cl -0.24 0.17 -1.23
H -0.29 -1.46 2.74
C -0.73 -0.88 3.58
C -0.13 -1.20 4.94
C -0.58 0.59 3.14
C -1.23 1.56 4.12
C -1.15 0.77 1.75
H -1.80 -1.10 3.61
H -0.23 -2.27 5.18
H 0.94 -0.94 4.98
H -0.64 -0.64 5.75
H 0.50 0.79 3.11
H -2.31 1.36 4.19
H -0.79 1.51 5.12
H -1.11 2.59 3.76
H -2.23 0.52 1.73
H -0.99 1.79 1.39
H -0.61 0.12 1.04
*
```

***

(3)
Formula: CH5NO3S
Source: the Open Molecules 2025 dataset
Level of theory: ωB97M-V/def2-TZVPD

Computed properties:
* gap between HOMO and LUMO: 0.36272 Eh
* maximum force: 5.276 eV/A
* relative energy (zero: lowest compared OMol25 entry of this formula, charge and spin): 93.7 kJ/mol
* molecular weight: 111.1 g/mol
* structure (SMILES): O=C(O)NS.O
* LUMO level: 0.490 eV
* energy: -19585.3600 eV

ORCA input file:
```
! RIJCOSX wB97M-V def2-TZVPD def2/J DEFGRID3
* xyz 0 1
O 0.19 0.86 1.40
C 0.02 0.83 0.26
O -1.03 1.30 -0.45
N 1.03 0.31 -0.50
S 2.09 -0.70 0.34
H -1.69 1.72 0.07
H 0.72 -0.04 -1.39
H 3.15 -0.07 -0.23
O -1.61 -1.06 0.07
H -0.76 -1.27 0.42
H -2.12 -1.87 0.01
*
```

***

(4)
Formula: C9H13N2P
Source: the Open Molecules 2025 dataset
Level of theory: ωB97M-V/def2-TZVPD

Computed properties:
* gap between HOMO and LUMO (spin up / spin down): 0.20857 / 0.23704 Eh
* maximum force: 7.711 eV/A
* relative energy (zero: lowest compared OMol25 entry of this formula, charge and spin): 182.5 kJ/mol
* molecular weight: 180.2 g/mol
* LUMO level (spin up / spin down): 0.740 / -1.972 eV
* energy: -21806.8005 eV

ORCA input file:
```
! RIJCOSX wB97M-V def2-TZVPD def2/J DEFGRID3
* xyz 0 3
C 3.78 -0.42 0.39
C 3.21 0.89 0.36
C 2.99 -1.54 0.02
C 1.91 1.03 -0.18
C 1.64 -1.39 -0.07
C 1.11 -0.12 -0.32
C -0.94 1.08 -0.67
C -2.43 0.72 -0.78
C -3.08 -0.04 1.37
N -0.13 -0.06 -0.95
N -2.65 -0.50 -0.01
P -1.49 -1.70 -0.15
H 4.82 -0.74 0.59
H 3.62 1.84 0.57
H 3.37 -2.47 0.04
H 1.48 2.06 -0.42
H 1.08 -2.35 -0.16
H -0.58 2.01 -1.35
H -0.89 1.52 0.32
H -3.00 1.50 -0.55
H -2.51 0.42 -1.91
H -4.20 -0.07 1.65
H -2.65 -0.84 2.02
H -2.68 1.08 1.63
H -1.78 -1.91 -1.44
*
```

***

(5)
Formula: C2H3N3
Source: the Open Molecules 2025 dataset
Level of theory: ωB97M-V/def2-TZVPD

Computed properties:
* gap between HOMO and LUMO: 0.40155 Eh
* maximum force: 5.183 eV/A
* relative energy (zero: lowest compared OMol25 entry of this formula, charge and spin): 225.6 kJ/mol
* molecular weight: 69.1 g/mol
* structure (SMILES): c1c[nH]nn1
* LUMO level: 0.938 eV
* energy: -6590.2373 eV

ORCA input file:
```
! RIJCOSX wB97M-V def2-TZVPD def2/J DEFGRID3
* xyz 0 1
C -0.77 -0.40 0.81
C 0.43 0.29 1.08
N 0.85 0.53 -0.18
N 0.15 0.07 -1.19
N -0.90 -0.56 -0.63
H -1.57 -0.53 1.46
H 1.27 0.24 1.91
H 1.64 0.71 -0.75
*
```

***

(6)
Formula: C22H33HgNO3P2
Source: the Open Molecules 2025 dataset
Level of theory: ωB97M-V/def2-TZVPD

Computed properties:
* gap between HOMO and LUMO (spin up / spin down): 0.19533 / 0.27437 Eh
* maximum force: 2.758 eV/A
* relative energy (zero: lowest compared OMol25 entry of this formula, charge and spin): 265.6 kJ/mol
* molecular weight: 622.0 g/mol
* LUMO level (spin up / spin down): -2.614 / -2.643 eV
* energy: -53725.5555 eV

ORCA input file:
```
! RIJCOSX wB97M-V def2-TZVPD def2/J DEFGRID3
* xyz 1 2
C -1.30 -2.02 -5.42
C -1.46 -1.18 -6.49
H -0.98 -3.05 -5.57
H -1.71 -1.75 -4.44
C -1.44 0.25 -6.29
C -0.96 0.76 -5.12
H -0.74 0.09 -4.32
H -0.78 1.83 -5.01
C -1.66 -1.72 -7.89
H -1.42 -2.79 -7.91
H -1.02 -1.21 -8.62
H -2.70 -1.61 -8.24
C -1.89 1.18 -7.39
H -2.91 0.96 -7.73
H -1.23 1.14 -8.27
H -1.88 2.21 -7.01
Hg -0.08 0.40 1.87
O -0.14 0.01 -0.69
C 0.69 0.29 -1.57
O 0.82 2.33 0.61
C 1.68 2.19 -0.27
O 2.81 2.91 -0.31
N 1.64 1.32 -1.37
C 3.63 2.46 -1.44
C 2.79 1.53 -2.24
H 4.52 1.96 -1.04
H 3.92 3.36 -1.99
H 3.29 0.58 -2.46
H 2.48 1.99 -3.18
C 0.79 -0.31 -2.88
C 0.29 -1.53 -3.23
H 1.34 0.30 -3.61
H -0.28 -2.11 -2.51
H 0.55 -1.97 -4.19
C 1.47 -2.66 3.17
P 1.11 -0.94 3.59
C 2.68 -0.13 4.06
C 0.16 -1.01 5.15
C 0.52 -1.85 6.20
C -0.26 -1.89 7.36
C -1.40 -1.09 7.47
C -1.77 -0.25 6.42
C -0.99 -0.20 5.26
P -1.41 0.92 3.90
C -0.88 2.58 4.45
C -3.20 0.92 3.69
H 2.02 -2.69 2.22
H 0.52 -3.20 3.05
H 2.07 -3.14 3.96
H 2.47 0.86 4.47
H 3.20 -0.74 4.82
H 3.31 -0.02 3.16
H 1.41 -2.48 6.13
H 0.02 -2.56 8.18
H -2.01 -1.11 8.37
H -2.67 0.37 6.50
H 0.11 2.51 4.94
H -0.80 3.25 3.59
H -1.60 2.99 5.17
H -3.57 1.95 3.57
H -3.69 0.46 4.56
H -3.45 0.34 2.80
*
```

***

(7)
Formula: CH8NO
Source: the Open Molecules 2025 dataset
Level of theory: ωB97M-V/def2-TZVPD

Computed properties:
* gap between HOMO and LUMO (spin up / spin down): 0.17049 / 0.42770 Eh
* maximum force: 1.241 eV/A
* relative energy (zero: lowest compared OMol25 entry of this formula, charge and spin): 16.8 kJ/mol
* molecular weight: 50.1 g/mol
* LUMO level (spin up / spin down): 0.902 / 0.641 eV
* energy: -4701.0403 eV

ORCA input file:
```
! RIJCOSX wB97M-V def2-TZVPD def2/J DEFGRID3
* xyz 0 2
N -1.50 -0.14 1.43
H -1.55 0.64 2.13
H -0.52 -0.45 1.43
H -1.77 0.14 0.46
H -2.15 -0.86 1.76
C 1.18 0.02 -1.55
O 0.99 0.09 -0.12
H 1.52 0.95 -1.96
H 0.22 -0.26 -1.99
H 1.86 -0.78 -1.80
H 1.72 0.64 0.21
*
```

***

(8)
Formula: C5H10N2O2
Source: the Open Molecules 2025 dataset
Level of theory: ωB97M-V/def2-TZVPD

Computed properties:
* gap between HOMO and LUMO (spin up / spin down): 0.27822 / 0.27818 Eh
* maximum force: 1.861 eV/A
* relative energy (zero: lowest compared OMol25 entry of this formula, charge and spin): 474.9 kJ/mol
* molecular weight: 130.1 g/mol
* structure (SMILES): CC(C)=C(N)C(=O)ON
* LUMO level (spin up / spin down): 0.103 / 0.101 eV
* energy: -12418.5502 eV

ORCA input file:
```
! RIJCOSX wB97M-V def2-TZVPD def2/J DEFGRID3
* xyz 0 1
C -0.57 1.44 -0.88
C 0.15 0.14 -0.69
C 1.52 0.03 -1.28
C -0.54 -0.97 -0.18
N -1.79 -1.38 -0.62
C -0.01 -1.41 1.08
O -0.33 -2.23 1.90
O 1.01 -0.32 1.40
N 0.39 0.64 2.29
H -0.15 2.13 -0.14
H -0.45 1.86 -1.88
H -1.63 1.36 -0.66
H 2.04 -0.87 -0.94
H 2.14 0.91 -1.08
H 1.39 -0.04 -2.37
H -2.04 -1.23 -1.59
H -2.54 -1.48 0.05
H 0.28 0.11 3.16
H 1.14 1.31 2.44
*
```

***

(9)
Formula: C22H56N6O5
Source: the Open Molecules 2025 dataset
Level of theory: ωB97M-V/def2-TZVPD

Computed properties:
* gap between HOMO and LUMO: 0.31559 Eh
* maximum force: 1.852 eV/A
* relative energy (zero: lowest compared OMol25 entry of this formula, charge and spin): 56.7 kJ/mol
* molecular weight: 484.7 g/mol
* structure (SMILES): CC1(C)CCCC(C)(C)N1O.COC[C@H](C)N.COC[C@H](C)N.COC[C@H](C)N.NC(N)=O
* LUMO level: 0.533 eV
* energy: -42898.7243 eV

ORCA input file:
```
! RIJCOSX wB97M-V def2-TZVPD def2/J DEFGRID3
* xyz 0 1
C -0.46 -2.14 -2.96
C -0.83 -0.75 -2.43
C -2.05 -0.89 -1.55
C 0.31 -0.20 -1.59
C 1.48 0.31 -2.39
C 0.95 1.45 -3.26
C -0.17 1.06 -4.23
C -0.96 2.33 -4.53
C 0.51 0.47 -5.46
N -1.10 0.15 -3.55
O -2.01 -0.41 -4.48
H 0.35 -2.22 -3.69
H -0.11 -2.77 -2.12
H -1.32 -2.66 -3.37
H -1.90 -1.67 -0.80
H -2.33 0.02 -1.02
H -2.92 -1.23 -2.14
H -0.04 0.52 -0.84
H 0.64 -0.97 -0.87
H 2.34 0.61 -1.80
H 1.82 -0.50 -3.05
H 1.80 1.87 -3.81
H 0.66 2.25 -2.57
H -1.37 2.76 -3.62
H -1.80 2.09 -5.20
H -0.43 3.07 -5.13
H -0.20 0.12 -6.22
H 1.17 -0.36 -5.23
H 1.03 1.31 -5.93
H -2.86 -0.13 -4.12
C 2.86 -2.32 0.56
O 1.66 -2.18 1.29
C 1.18 -3.35 1.96
C 0.20 -4.17 1.14
C -0.48 -5.22 2.02
N 0.88 -4.88 0.06
H 3.60 -2.87 1.14
H 3.19 -1.32 0.30
H 2.72 -2.83 -0.39
H 2.01 -3.93 2.37
H 0.60 -2.96 2.80
H -0.55 -3.47 0.73
H 0.25 -5.65 2.71
H -0.90 -6.03 1.43
H -1.24 -4.71 2.63
H 1.46 -4.28 -0.50
H 0.25 -5.37 -0.57
C -4.02 -2.47 1.65
O -3.59 -1.13 1.75
C -4.41 -0.20 1.09
C -5.29 0.58 2.06
C -6.17 1.61 1.33
N -4.52 1.30 3.11
H -3.72 -2.90 0.68
H -5.09 -2.58 1.82
H -3.47 -3.06 2.39
H -3.79 0.54 0.57
H -5.12 -0.58 0.35
H -6.06 -0.01 2.57
H -6.82 1.11 0.61
H -5.54 2.31 0.76
H -6.71 2.23 2.04
H -3.67 1.66 2.69
H -4.25 0.61 3.80
C 5.16 2.06 -0.25
O 4.91 2.19 1.13
C 4.32 3.42 1.44
C 4.17 3.54 2.94
C 3.33 4.73 3.34
N 5.51 3.65 3.54
H 5.46 1.02 -0.43
H 5.94 2.73 -0.62
H 4.25 2.23 -0.85
H 4.94 4.28 1.17
H 3.32 3.47 0.98
H 3.67 2.65 3.35
H 2.36 4.73 2.84
H 3.84 5.68 3.15
H 3.24 4.72 4.43
H 5.95 2.73 3.50
H 5.41 3.81 4.54
N -0.76 -0.28 1.64
C -0.58 1.06 1.89
N 0.77 1.37 2.07
O -1.48 1.86 1.96
H -1.69 -0.62 1.84
H -0.03 -0.96 1.80
H 0.99 2.33 1.89
H 1.36 0.63 1.72
*
```

***

(10)
Formula: HI3P2
Source: the Open Molecules 2025 dataset
Level of theory: ωB97M-V/def2-TZVPD

Computed properties:
* gap between HOMO and LUMO: 0.29442 Eh
* maximum force: 3.375 eV/A
* relative energy (zero: lowest compared OMol25 entry of this formula, charge and spin): 63.1 kJ/mol
* molecular weight: 443.7 g/mol
* LUMO level: -0.933 eV
* energy: -42896.5039 eV

ORCA input file:
```
! RIJCOSX wB97M-V def2-TZVPD def2/J DEFGRID3
* xyz 0 1
P 0.22 -1.01 -0.25
P -0.30 1.04 0.28
I -1.09 -2.26 1.38
I 1.64 1.30 1.68
I 0.42 2.34 -1.66
H -0.88 -1.40 -1.43
*
```